{"formula": "C39H33MoN2O5S5", "method": "the ωB97M-V functional and the def2-TZVPD basis", "species": ["Mo", "O", "C", "C", "C", "C", "C", "C", "C", "C", "C", "O", "C", "C", "C", "C", "C", "C", "C", "C", "C", "C", "C", "C", "N", "C", "C", "C", "C", "C", "C", "C", "C", "C", "C", "C", "C", "H", "H", "H", "H", "H", "H", "H", "H", "H", "H", "H", "H", "H", "H", "H", "H", "H", "H", "H", "H", "H", "H", "H", "H", "H", "H", "H", "S", "S", "S", "S", "N", "C", "C", "C", "C", "C", "C", "S", "O", "O", "O", "H", "H", "H", "H", "H", "H"], "coordinates": [[11.7381, 13.5065, 12.7250], [11.6868, 15.3421, 12.3266], [12.8500, 16.1204, 12.5273], [13.7013, 15.8529, 11.2419], [14.3232, 14.4974, 11.1584], [15.5591, 14.3583, 10.4725], [15.9326, 13.1815, 9.8169], [14.9751, 12.1631, 9.8963], [13.8481, 12.2037, 10.8226], [13.0045, 10.9882, 11.0426], [12.5333, 10.6166, 12.4782], [12.3576, 11.7943, 13.3159], [11.1864, 9.7985, 12.3471], [11.0563, 8.8413, 11.2964], [9.9257, 7.9812, 11.2646], [8.8791, 8.1564, 12.1389], [8.9261, 9.2140, 13.0339], [10.0436, 10.0145, 13.1771], [13.5830, 9.7387, 13.2423], [14.3657, 10.4358, 14.1729], [15.3307, 9.7195, 14.9335], [15.6100, 8.3994, 14.5897], [14.7511, 7.7184, 13.6886], [13.8209, 8.3842, 12.9582], [13.4937, 13.4099, 11.4058], [12.5193, 17.6482, 12.7402], [13.0041, 18.6501, 11.8961], [12.6480, 19.9933, 12.1063], [11.7727, 20.3969, 13.0795], [11.3088, 19.3897, 13.9236], [11.6696, 18.0599, 13.7854], [13.5215, 15.5677, 13.8064], [14.8910, 15.6878, 14.0680], [15.4826, 14.9100, 15.0354], [14.7752, 13.9776, 15.7787], [13.4083, 13.8920, 15.5801], [12.7733, 14.6832, 14.6469], [14.5087, 16.6018, 11.0684], [13.0082, 15.9122, 10.4238], [16.0662, 15.3332, 10.2992], [16.9010, 13.1037, 9.3140], [15.1632, 11.2550, 9.3314], [13.6413, 10.1411, 10.6236], [12.0393, 11.1200, 10.4755], [11.8399, 8.6081, 10.5964], [9.8707, 7.1831, 10.5763], [8.0375, 7.4408, 12.2241], [8.0967, 9.4295, 13.6478], [10.1721, 10.7410, 13.9616], [14.3287, 11.5315, 14.2150], [15.8488, 10.2183, 15.7451], [16.4810, 7.8708, 15.0530], [14.8692, 6.6885, 13.4984], [13.1463, 7.8058, 12.2865], [13.7067, 18.4258, 11.1320], [13.1151, 20.7295, 11.4550], [11.4118, 21.4202, 13.2293], [10.5614, 19.6089, 14.6831], [11.1920, 17.3577, 14.4450], [15.4744, 16.4260, 13.5117], [16.5015, 15.1026, 15.1646], [15.2216, 13.2905, 16.4497], [12.8135, 13.1398, 16.1333], [11.6550, 14.8157, 14.7479], [9.8747, 13.0245, 14.1599], [8.1509, 13.6059, 13.1987], [8.4362, 12.8945, 11.2157], [10.4005, 12.9840, 10.7785], [8.8162, 16.7867, 11.5276], [8.2680, 16.6176, 10.2574], [7.0674, 15.8096, 10.0675], [6.6786, 15.5303, 8.7952], [7.3933, 16.0824, 7.6870], [8.5020, 16.9415, 7.8434], [8.8817, 17.2349, 9.1448], [6.8733, 15.5817, 6.1124], [7.8346, 14.4460, 6.4154], [5.4816, 15.2676, 6.3741], [7.1579, 16.4931, 5.0377], [8.5612, 16.0455, 12.1610], [9.8306, 16.9326, 11.5577], [6.5222, 15.3939, 10.9264], [5.7566, 14.9053, 8.6201], [9.0021, 17.3128, 6.9110], [9.6886, 17.9135, 9.4288]], "lowdin_charge": [1.237, -0.388, -0.408, -0.064, -0.223, -0.011, -0.022, 0.018, -0.183, -0.105, -0.374, -0.417, -0.131, -0.038, -0.065, -0.082, -0.078, -0.071, -0.129, -0.018, -0.067, -0.069, -0.079, -0.040, 0.015, -0.126, -0.027, -0.075, -0.069, -0.074, -0.033, -0.133, -0.008, -0.032, -0.044, -0.068, -0.179, 0.124, 0.137, 0.127, 0.126, 0.115, 0.148, 0.071, 0.101, 0.092, 0.122, 0.097, 0.006, 0.095, 0.097, 0.119, 0.093, 0.121, 0.089, 0.112, 0.120, 0.112, 0.112, 0.136, 0.101, 0.106, 0.138, 0.072, 0.136, 0.047, 0.052, 0.163, 0.238, -0.194, -0.002, -0.017, -0.211, 0.038, 0.029, 0.514, -0.190, -0.293, -0.256, 0.038, 0.108, 0.122, 0.158, 0.159, 0.133], "gap_ev": [3.178, 3.123], "e_tot_ev": -110218.560, "total_charge": 1}

=====

{"formula": "C39H33N5O4Y", "method": "the ωB97M-V functional and the def2-TZVPD basis", "species": ["Y", "O", "C", "C", "C", "C", "C", "C", "C", "N", "C", "C", "N", "C", "C", "C", "C", "C", "C", "C", "O", "H", "H", "H", "H", "H", "H", "H", "H", "H", "H", "H", "H", "H", "H", "C", "O", "C", "N", "C", "C", "C", "C", "C", "C", "C", "C", "C", "C", "C", "C", "N", "C", "N", "C", "C", "O", "C", "C", "C", "C", "C", "C", "H", "H", "H", "H", "H", "H", "H", "H", "H", "H", "H", "H", "H", "H", "H", "H", "H", "H", "H"], "coordinates": [[-0.2441, 0.5234, 0.4867], [-1.2048, -0.0062, -1.2730], [-2.3532, 0.3202, -1.8279], [-3.0615, -0.6193, -2.5936], [-4.2735, -0.3029, -3.1686], [-4.8286, 0.9770, -3.0299], [-4.1372, 1.9142, -2.3034], [-2.9131, 1.6105, -1.6825], [-2.2502, 2.6825, -0.9593], [-1.2306, 2.5618, -0.1957], [-0.6360, 3.7811, 0.3789], [0.8385, 3.5061, 0.6658], [0.8697, 2.3482, 1.5641], [1.1277, 2.5879, 2.8006], [0.7685, 1.7568, 3.9222], [1.1833, 2.1434, 5.2129], [0.6608, 1.5570, 6.3370], [-0.3527, 0.5981, 6.1785], [-0.7935, 0.2225, 4.9307], [-0.2131, 0.7536, 3.7618], [-0.5992, 0.3485, 2.5818], [-2.6207, -1.6035, -2.7101], [-4.7995, -1.0548, -3.7473], [-5.7756, 1.2219, -3.4911], [-4.5378, 2.9194, -2.1913], [-2.6741, 3.6789, -1.1117], [-1.1328, 4.0069, 1.3241], [-0.7432, 4.6387, -0.2885], [1.3061, 4.3916, 1.1014], [1.3399, 3.2688, -0.2693], [1.5675, 3.5561, 3.0540], [1.9237, 2.9339, 5.3027], [0.9941, 1.8505, 7.3238], [-0.8062, 0.1530, 7.0580], [-1.5874, -0.5043, 4.8105], [3.6537, 1.3151, -2.5983], [3.9743, 0.3408, -1.5580], [2.8514, 0.1933, -0.8520], [1.8068, 0.8170, -1.2087], [2.1277, 1.4637, -2.5119], [1.5465, 2.8478, -2.6830], [2.2422, 4.0135, -2.3795], [1.6263, 5.2542, -2.4977], [0.3070, 5.3405, -2.9230], [-0.3948, 4.1801, -3.2322], [0.2253, 2.9433, -3.1139], [2.8550, -0.8445, 0.2126], [3.9790, -1.5700, 0.5549], [3.8229, -2.6375, 1.4296], [2.5552, -2.9696, 1.8779], [1.4911, -2.1822, 1.4725], [1.6425, -1.1137, 0.6929], [0.0833, -2.5096, 1.8042], [-0.9041, -1.9593, 1.2409], [-2.1322, -2.5677, 1.8242], [-1.5738, -3.4890, 2.9251], [-0.1270, -3.4563, 2.7260], [-3.1354, -1.5160, 2.2733], [-3.3899, -0.4465, 1.4208], [-4.2402, 0.5792, 1.7880], [-4.8792, 0.5365, 3.0241], [-4.6770, -0.5515, 3.8567], [-3.8073, -1.5750, 3.4826], [3.9838, 0.9047, -3.5456], [4.2052, 2.2241, -2.3877], [1.6562, 0.8351, -3.2668], [3.2659, 3.9732, -2.0269], [2.1809, 6.1550, -2.2574], [-0.1675, 6.3096, -3.0258], [-1.4225, 4.2358, -3.5760], [-0.3267, 2.0348, -3.3462], [4.9405, -1.3065, 0.1341], [4.6805, -3.2252, 1.7321], [2.3768, -3.8220, 2.5192], [-2.5973, -3.1615, 1.0358], [-1.8975, -4.5206, 2.8386], [-1.7698, -3.1224, 3.9284], [-2.9476, -0.4563, 0.4309], [-4.4211, 1.4000, 1.1032], [-5.5465, 1.3349, 3.3236], [-5.1932, -0.6093, 4.8077], [-3.6682, -2.4120, 4.1581]], "lowdin_charge": [1.504, -0.256, -0.377, -0.010, -0.060, -0.083, -0.046, -0.163, -0.100, -0.040, -0.166, -0.198, -0.062, -0.075, -0.143, -0.046, -0.089, -0.065, -0.001, -0.325, -0.217, 0.119, 0.111, 0.105, 0.116, 0.136, 0.129, 0.112, 0.123, 0.072, 0.132, 0.114, 0.104, 0.109, 0.100, -0.033, 0.042, -0.314, 0.134, -0.209, -0.195, -0.052, -0.067, -0.076, -0.075, -0.032, -0.155, 0.038, 0.003, 0.044, -0.146, 0.110, -0.329, 0.127, -0.189, -0.042, 0.037, -0.180, -0.055, -0.056, -0.069, -0.065, -0.046, 0.138, 0.115, 0.155, 0.110, 0.112, 0.111, 0.113, 0.122, 0.131, 0.126, 0.132, 0.159, 0.135, 0.114, 0.085, 0.104, 0.107, 0.110, 0.110], "gap_ev": 7.080, "e_tot_ev": -57662.991, "total_charge": 1}